(1)
Density functional theory data (ωB97M-V/def2-TZVPD) for 15 unconnected molecules or ions with the total composition C64H95N15 in a non-equilibrium geometry.

The geometry in XYZ format:
```
174
Properties=species:S:1:pos:R:3:lowdin_charge:R:1
N 34.099 0.196 19.146 0.03
C 35.165 -0.556 19.445 -0.16
C 34.929 -1.875 19.181 -0.13
C 33.701 -1.965 18.673 -0.14
C 33.234 -0.680 18.587 -0.15
H 33.984 1.192 19.275 0.16
H 36.008 -0.083 19.928 0.11
H 35.559 -2.731 19.372 0.10
H 33.088 -2.825 18.448 0.09
H 32.265 -0.252 18.378 0.11
N 30.279 -1.572 15.680 0.06
C 29.433 -1.143 16.618 -0.23
C 28.889 0.012 16.219 -0.16
C 29.113 0.246 14.856 -0.07
C 30.042 -0.769 14.538 -0.10
H 30.930 -2.336 15.793 0.13
H 29.413 -1.605 17.594 0.11
H 28.321 0.562 16.955 0.10
H 28.874 1.152 14.318 0.09
H 30.562 -0.920 13.604 0.09
N 29.547 -4.854 10.064 0.01
C 28.957 -5.247 11.230 -0.14
C 29.865 -5.936 11.945 -0.12
C 31.039 -6.097 11.168 -0.10
C 30.780 -5.397 9.976 -0.15
H 29.109 -4.238 9.395 0.15
H 27.985 -4.803 11.382 0.09
H 29.954 -6.192 12.991 0.08
H 31.921 -6.515 11.629 0.07
H 31.596 -5.044 9.363 0.10
N 26.707 -10.661 14.555 0.00
C 27.452 -11.008 15.688 -0.10
C 28.773 -11.068 15.297 -0.10
C 28.806 -10.760 13.865 -0.10
C 27.486 -10.489 13.461 -0.13
H 25.719 -10.464 14.627 0.09
H 26.798 -11.001 16.547 0.10
H 29.625 -11.287 15.924 0.06
H 29.698 -10.739 13.257 0.07
H 27.095 -10.209 12.494 0.10
N 30.400 -12.380 18.316 -0.02
C 30.313 -13.604 17.604 -0.12
C 29.456 -14.463 18.336 -0.11
C 29.028 -13.706 19.457 -0.13
C 29.599 -12.383 19.473 -0.08
H 30.837 -11.549 17.944 0.12
H 30.788 -13.767 16.648 0.10
H 29.365 -15.492 18.019 0.08
H 28.540 -14.110 20.331 0.07
H 29.523 -11.552 20.159 0.08
N 23.397 -10.725 17.301 -0.01
C 23.408 -9.971 16.199 -0.09
C 24.528 -9.038 16.455 -0.13
C 25.033 -9.276 17.689 -0.16
C 24.422 -10.396 18.193 -0.11
H 22.743 -11.447 17.568 0.15
H 22.655 -10.045 15.428 0.10
H 25.052 -8.384 15.774 0.07
H 25.918 -8.881 18.165 0.10
H 24.556 -10.950 19.111 0.11
N 25.161 -2.651 14.236 0.03
C 24.709 -2.889 13.006 -0.17
C 25.747 -2.916 12.082 -0.12
C 26.876 -2.531 12.793 -0.11
C 26.495 -2.470 14.144 -0.14
H 24.658 -2.720 15.109 0.16
H 23.639 -2.925 12.864 0.11
H 25.769 -2.989 11.004 0.09
H 27.802 -2.452 12.241 0.09
H 26.981 -2.014 14.994 0.08
N 33.240 -4.430 14.094 0.01
C 32.813 -3.438 13.245 -0.12
C 33.070 -2.237 13.900 -0.13
C 33.730 -2.564 15.114 -0.15
C 33.976 -3.903 15.214 -0.09
H 33.070 -5.412 13.931 0.09
H 32.464 -3.583 12.233 0.10
H 32.902 -1.267 13.454 0.09
H 34.013 -1.777 15.797 0.08
H 34.373 -4.512 16.013 0.10
N 32.751 -7.337 21.417 0.02
C 33.036 -7.264 20.082 -0.12
C 32.836 -8.558 19.542 -0.13
C 32.715 -9.447 20.603 -0.12
C 32.696 -8.672 21.781 -0.13
H 32.605 -6.541 22.021 0.14
H 33.230 -6.324 19.586 0.09
H 32.802 -8.759 18.481 0.08
H 32.694 -10.526 20.562 0.09
H 32.570 -8.967 22.813 0.10
N 33.874 -8.187 12.675 0.03
C 33.961 -7.841 14.064 -0.11
C 32.695 -8.116 14.717 -0.10
C 31.986 -8.876 13.835 -0.13
C 32.672 -8.868 12.609 -0.15
H 34.537 -7.958 11.949 0.15
H 34.822 -7.208 14.215 0.09
H 32.260 -7.770 15.642 0.07
H 30.948 -9.148 13.953 0.07
H 32.436 -9.359 11.677 0.11
N 26.881 -1.927 17.708 -0.02
C 26.963 -2.449 18.950 -0.12
C 26.191 -1.576 19.798 -0.12
C 25.704 -0.549 19.048 -0.12
C 26.082 -0.832 17.727 -0.16
H 27.477 -2.139 16.921 0.07
H 27.534 -3.347 19.134 0.09
H 25.924 -1.845 20.809 0.09
H 25.087 0.298 19.310 0.09
H 25.837 -0.369 16.783 0.11
N 29.427 -11.339 23.667 0.01
C 28.257 -10.662 23.917 -0.13
C 28.148 -9.586 22.993 -0.08
C 29.394 -9.581 22.279 -0.14
C 30.134 -10.613 22.744 -0.19
H 29.678 -12.196 24.139 0.15
H 27.499 -10.998 24.609 0.10
H 27.384 -8.850 22.791 0.08
H 29.661 -8.832 21.548 0.09
H 31.072 -11.051 22.435 0.10
N 30.044 -3.398 23.098 0.00
C 29.490 -3.915 21.967 -0.12
C 29.237 -5.262 22.244 -0.13
C 29.797 -5.599 23.460 -0.12
C 30.228 -4.392 24.015 -0.14
H 30.245 -2.419 23.237 0.15
H 29.150 -3.299 21.147 0.09
H 28.763 -5.988 21.600 0.09
H 29.865 -6.557 23.953 0.09
H 30.598 -4.138 24.997 0.10
C 24.224 -6.815 9.961 -0.07
C 23.019 -7.483 10.704 -0.24
N 23.405 -8.378 11.820 -0.21
C 24.072 -9.632 11.267 -0.21
C 23.886 -10.767 12.316 -0.08
C 24.208 -7.831 12.908 -0.23
C 23.489 -6.695 13.723 -0.05
H 25.047 -7.528 9.911 0.06
H 24.484 -5.921 10.528 0.06
H 23.940 -6.592 8.932 0.07
H 22.266 -6.851 11.175 0.09
H 22.422 -8.004 9.954 0.10
H 25.111 -9.423 11.013 0.09
H 23.561 -9.876 10.336 0.11
H 24.715 -11.105 12.938 0.04
H 23.681 -11.733 11.854 0.06
H 22.967 -10.621 12.884 0.07
H 24.596 -8.585 13.594 0.08
H 25.057 -7.485 12.317 0.10
H 24.152 -5.936 14.139 0.05
H 22.717 -6.159 13.169 0.06
H 23.009 -7.070 14.627 0.05
C 27.375 -5.841 15.149 -0.09
C 28.571 -5.189 15.900 -0.25
N 28.972 -5.954 17.063 -0.15
C 30.035 -5.312 17.923 -0.16
C 31.514 -5.434 17.321 -0.07
C 28.993 -7.419 16.808 -0.24
C 29.402 -8.282 18.015 -0.07
H 27.211 -5.236 14.258 0.05
H 26.453 -5.835 15.730 0.07
H 27.551 -6.848 14.770 0.06
H 29.361 -5.062 15.160 0.10
H 28.192 -4.193 16.131 0.08
H 29.917 -4.229 17.951 0.08
H 29.921 -5.721 18.928 0.09
H 31.720 -6.501 17.241 0.02
H 31.598 -5.158 16.270 0.04
H 32.340 -4.980 17.868 0.04
H 29.685 -7.713 16.019 0.10
H 28.045 -7.823 16.455 0.09
H 28.756 -7.969 18.835 0.07
H 30.474 -8.151 18.161 0.04
H 29.206 -9.319 17.744 0.05
```

Computed properties:
ΔE to the lowest compared entry with this formula, charge and spin   8.120 eV
Charge   0
HOMO-LUMO gap   8.39 eV
LUMO level   0.632 eV

=====

(2)
Density functional theory data (ωB97M-V/def2-TZVPD) for a molecular structure, C22H32BrN3O2Re.

The geometry in XYZ format:
```
61
Properties=species:S:1:pos:R:3:mulliken_spin:R:1
Re 0.055 -0.065 0.829 0.00
C -2.080 -2.297 2.165 0.00
C -1.418 -0.952 2.226 0.00
C -2.061 0.202 1.643 0.00
C -1.541 1.491 1.818 0.00
C -2.270 2.701 1.342 0.00
C -0.208 1.586 2.314 0.00
C 0.398 0.504 3.052 0.00
C 1.651 0.727 3.831 0.00
C -0.269 -0.728 3.033 0.00
H -2.727 -2.409 3.039 0.00
H -1.357 -3.111 2.190 0.00
H -2.722 -2.396 1.289 0.00
H -3.015 0.068 1.149 0.00
H -1.603 3.515 1.054 0.00
H -2.854 3.079 2.190 0.00
H -2.982 2.485 0.546 0.00
H 0.284 2.552 2.338 0.00
H 1.386 1.082 4.831 0.00
H 2.280 1.489 3.371 0.00
H 2.217 -0.195 3.950 0.00
H 0.190 -1.581 3.521 0.00
N 1.600 -0.486 -3.934 0.00
C 0.146 -0.036 -3.927 0.00
C 0.011 1.361 -3.283 0.00
C -0.791 1.495 -1.979 0.00
N 0.075 1.444 -0.718 0.00
C -1.931 0.503 -1.900 0.00
C -1.453 -0.930 -2.026 0.00
N -0.604 -1.360 -0.839 0.00
C -0.771 -1.153 -3.381 0.00
H 2.198 0.235 -4.347 0.00
H 1.706 -1.320 -4.518 0.00
H 1.958 -0.713 -2.994 0.00
H -0.070 0.073 -4.988 0.00
H -0.506 1.990 -4.010 0.00
H 0.991 1.837 -3.176 0.00
H -1.209 2.501 -1.979 0.00
H -0.021 2.359 -0.281 0.00
H 1.061 1.435 -1.004 0.00
H -2.620 0.707 -2.724 0.00
H -2.506 0.650 -0.988 0.00
H -2.327 -1.581 -2.015 0.00
H 0.237 -1.797 -1.207 0.00
H -1.113 -2.115 -0.384 0.00
H -1.581 -1.269 -4.102 0.00
H -0.256 -2.119 -3.399 0.00
Br 4.736 -5.035 3.331 0.39
C 4.647 -4.182 1.737 0.20
C 5.661 -4.416 0.770 0.07
C 5.586 -3.765 -0.435 0.00
C 4.521 -2.894 -0.690 0.16
C 3.506 -2.652 0.262 0.01
C 3.563 -3.286 1.480 0.14
C 2.402 -1.698 -0.089 0.04
O 2.290 -1.229 -1.219 0.00
O 1.595 -1.368 0.897 0.00
H 6.472 -5.097 0.997 0.00
H 6.349 -3.921 -1.186 0.00
H 4.477 -2.380 -1.641 0.01
H 2.816 -3.127 2.244 0.00
```

Computed properties:
ΔE to the lowest compared entry with this formula, charge and spin   0.000 eV
Charge   +4
HOMO-LUMO gap (alpha / beta)   7.34 / 6.04 eV
2S+1   2
LUMO level (alpha / beta)   -13.455 / -14.759 eV